1.
{"formula": "BH64O30", "method": "ωB97M-V/def2-TZVPD", "species": ["O", "O", "H", "H", "H", "H", "O", "H", "O", "O", "O", "H", "H", "H", "O", "H", "H", "H", "H", "H", "O", "H", "H", "O", "O", "H", "H", "H", "H", "H", "H", "H", "H", "O", "H", "H", "O", "O", "H", "H", "H", "H", "O", "O", "H", "H", "O", "H", "H", "O", "O", "H", "H", "H", "H", "H", "H", "O", "H", "H", "H", "H", "H", "H", "O", "H", "O", "H", "H", "H", "O", "H", "O", "H", "H", "O", "O", "H", "O", "H", "H", "H", "H", "H", "O", "H", "O", "H", "B", "H", "H", "H", "O", "H", "O"], "coordinates": [[5.1077, 3.6415, -0.0695], [-2.6196, -3.9348, 2.3550], [-3.0133, 5.3885, -0.5190], [-0.2655, -0.0369, 4.3866], [0.2229, 0.7759, 1.7235], [-4.6373, 0.2252, 4.1538], [2.4679, 1.9653, -4.0308], [-3.5958, -0.5415, 3.3668], [-3.6400, 2.6444, -4.1263], [1.1625, 3.4940, 1.3661], [-2.7934, 0.6671, 2.0884], [-0.2775, -1.2085, -0.0493], [0.1139, -0.1939, 5.8437], [1.5163, -2.7552, 1.3938], [-0.1164, -5.0569, 2.4022], [0.2209, -4.7277, 3.2354], [4.2963, -1.1613, -1.6376], [-2.4693, -4.1631, -2.3855], [-0.8825, 2.6445, -4.1349], [-3.0644, -3.6357, 3.1480], [-4.7971, -1.0616, -0.3448], [2.0551, 2.1553, -3.1884], [-2.0037, 2.6808, -0.1658], [-0.8671, -1.4096, -6.1830], [-2.3294, -2.0091, 0.4652], [3.9193, 2.2878, 2.4774], [-2.1692, -2.5293, 1.2526], [1.6580, -0.7988, -1.1285], [0.9898, -1.3387, 1.3038], [4.5395, 2.9044, 0.1541], [4.2463, 3.7004, 2.9126], [-0.4832, 3.4633, 1.3390], [4.0900, -0.5258, 3.0494], [1.3235, 2.0190, -1.4445], [-0.9348, 0.9891, 2.6754], [-1.5383, 2.7137, -2.7721], [3.4753, -0.4664, 3.7808], [-0.4558, -0.5584, 5.1664], [-3.3841, -2.9993, -2.0686], [-1.3593, -2.5028, -2.6284], [-3.3088, -4.3477, 1.8345], [0.9612, 1.2487, -1.0068], [-1.4095, 3.2996, 1.1618], [-0.7315, 2.9373, -3.2362], [-1.8194, -1.4565, -6.0979], [1.6499, -5.2427, 1.1032], [1.6615, -1.8709, 1.7302], [1.8710, -1.2201, -2.5669], [5.3130, -0.9743, 0.8152], [-2.1778, 2.0780, -0.8887], [2.3432, -1.0251, -1.7574], [-0.4404, -1.6032, -1.8295], [2.6923, -0.9234, 3.4738], [-0.2910, -0.0142, -1.3123], [-0.9947, -4.6826, 2.3342], [2.9448, 1.7911, -0.6385], [0.5613, 2.4678, -1.8104], [-2.7840, 5.7793, 0.3241], [-4.7288, -0.1794, -0.7100], [-1.7734, 3.0393, 2.0081], [-5.3230, 2.3179, -0.9364], [-4.3936, 2.4776, -4.6926], [1.9888, -4.8428, -0.3170], [-2.8926, 2.2965, -4.6128], [-0.4625, -2.1692, -2.6011], [5.8350, 0.0375, 1.8132], [1.2358, -4.4460, -1.9552], [-1.8140, 1.2420, -0.5970], [4.9278, -2.3374, -0.9235], [1.4069, 2.6564, 0.9725], [-4.8645, 1.5136, -1.1796], [-1.5902, -1.4023, 0.4239], [2.3662, -5.2392, 0.4683], [3.0900, 0.8198, 0.5137], [0.7311, 0.2783, 0.0892], [5.1023, -1.4384, -1.2018], [-2.8740, -3.3896, -2.7783], [5.9268, 3.2357, -0.3533], [0.0122, 1.1050, 2.5973], [-2.4238, 5.0541, 0.8347], [-3.3625, 1.3903, 1.8249], [-2.5166, 0.2670, 1.2640], [1.7809, 3.6096, 2.0876], [3.3897, 1.8187, -3.8187], [5.3115, -0.7613, 1.7485], [-0.9588, 0.3565, 0.3311], [-4.1955, -0.6227, 4.1085], [2.0104, -4.5291, -2.5112], [-0.2007, -0.1504, -0.2457], [-3.8927, -1.3167, -0.1629], [0.9177, -3.5580, -2.1178], [-0.6507, -0.5038, -5.9619], [3.4954, 1.5918, 0.1187], [-3.9674, 1.7941, -1.3607], [3.6075, 2.9986, 3.0376]], "lowdin_charge": [-0.064, -0.020, 0.023, -0.016, -0.017, 0.023, -0.061, -0.017, -0.034, -0.024, -0.026, 0.000, 0.030, 0.026, -0.045, 0.047, -0.005, 0.059, 0.036, 0.083, -0.072, -0.025, -0.014, -0.049, -0.052, 0.013, 0.018, -0.016, -0.023, -0.048, 0.044, 0.005, -0.041, -0.062, 0.004, 0.001, -0.070, -0.055, 0.039, -0.013, 0.083, -0.037, -0.040, -0.029, 0.026, -0.016, -0.021, 0.054, 0.008, -0.059, -0.021, -0.032, -0.008, 0.026, -0.022, 0.020, 0.033, -0.057, -0.037, 0.064, 0.053, 0.041, -0.034, 0.016, -0.052, 0.052, -0.043, -0.011, 0.044, 0.018, -0.052, -0.039, -0.070, 0.056, -0.005, -0.051, -0.026, 0.025, -0.035, -0.014, 0.072, 0.015, 0.038, 0.025, -0.034, -0.016, -0.066, 0.053, -0.372, -0.041, -0.003, 0.022, -0.038, -0.006, -0.034], "charge": -1, "orbital_gap_ev": 9.71, "energy_ev": -63144.009}



2.
{"formula": "H24O12", "method": "ωB97M-V/def2-TZVPD", "species": ["H", "H", "H", "H", "O", "O", "H", "H", "H", "H", "H", "O", "H", "H", "H", "O", "H", "H", "O", "H", "O", "O", "H", "H", "O", "H", "O", "H", "H", "H", "H", "O", "H", "H", "O", "O"], "coordinates": [[1.8394, 1.2015, -2.5720], [1.0978, 2.0581, -1.5678], [-3.8322, 0.4665, 2.6242], [2.0589, -1.1274, 0.4187], [-0.2286, 0.8264, 2.6122], [-3.1127, -1.5242, -1.3889], [-0.2966, 0.2414, 0.8307], [1.3737, -0.1611, 3.1347], [-0.6513, 3.9130, 1.5162], [-1.1333, 0.7420, 2.9132], [0.1321, -0.6694, -1.7210], [-0.1089, 3.1652, 1.2656], [-2.6577, -0.6865, -1.3025], [1.7980, -1.5930, -1.8985], [1.0024, -2.7401, 1.0222], [-0.2965, -0.0769, -0.0720], [-0.1350, 1.7527, 2.3898], [1.7381, -1.4826, 3.7770], [1.3984, 1.1627, -1.7233], [-3.0264, 0.7761, 1.3805], [2.6610, -0.6304, 0.9724], [-1.7439, 1.3204, -3.0451], [2.6618, -1.0991, 1.8070], [-3.1118, -1.7020, -2.3294], [0.4410, -2.6746, 0.2496], [0.2980, -1.7351, 0.1358], [-3.0775, 0.9687, 2.3167], [2.8070, -2.7216, -1.8913], [0.4809, 3.5104, 0.5954], [-0.7161, -1.0108, -2.9276], [-1.6977, 1.0270, -3.9550], [2.7062, -1.7950, -1.6736], [-0.8763, 1.6825, -2.8653], [0.4079, 0.4111, -0.4985], [0.0924, -1.2550, -2.4772], [1.7075, -0.5412, 3.9472]], "lowdin_charge": [0.036, -0.024, 0.042, -0.030, -0.073, -0.068, 0.012, -0.021, 0.028, 0.023, -0.035, -0.161, -0.006, -0.033, 0.018, -0.085, -0.001, 0.018, -0.190, 0.040, -0.053, -0.120, 0.004, 0.018, -0.059, -0.042, -0.048, 0.037, -0.014, 0.018, 0.015, -0.063, -0.021, -0.017, -0.076, -0.069], "charge": -1, "spin_multiplicity": 2, "orbital_gap_ev": [3.02, 10.38], "energy_ev": -24959.777}



3.
{"formula": "C7H12", "method": "ωB97M-V/def2-TZVPD", "species": ["H", "H", "H", "H", "H", "C", "H", "C", "C", "H", "H", "C", "C", "H", "H", "H", "H", "C", "C"], "coordinates": [[-1.7817, 0.3281, -1.6900], [-0.3983, 1.2063, 0.2089], [-3.3576, 0.5532, 0.9464], [4.9432, -0.9847, 0.2777], [-0.9231, -0.1352, 1.2146], [-0.6985, 0.1503, 0.1761], [0.7294, -0.4160, -1.3614], [-3.1214, 0.8595, -0.0799], [1.6952, -0.5476, 0.5633], [1.5326, -0.6123, 1.6397], [-2.8540, 1.9226, -0.0519], [2.9581, -0.3423, 0.2928], [4.2504, -0.1468, 0.2734], [4.6699, 0.8558, 0.3025], [0.1750, -1.7484, -0.3547], [-2.2870, -1.0334, -0.7004], [-4.0366, 0.7628, -0.6741], [0.4829, -0.6922, -0.3294], [-1.9786, 0.0204, -0.6539]], "lowdin_charge": [0.108, 0.118, 0.071, 0.054, 0.114, -0.243, 0.115, -0.125, -0.128, 0.114, 0.072, -0.113, -0.010, 0.054, 0.114, 0.108, 0.068, -0.210, -0.281], "orbital_gap_ev": 10.47, "energy_ev": -7451.953, "smiles": "C=C=CCCCC"}



4.
{"formula": "C5HF2NdO", "method": "ωB97M-V/def2-TZVPD", "species": ["F", "F", "C", "C", "C", "O", "C", "Nd", "H", "C"], "coordinates": [[2.5145, 1.0393, 4.3323], [-1.2725, -0.4654, -5.0943], [-1.5267, -1.8734, -3.0967], [1.5104, 1.5590, 3.7608], [-1.4054, -1.2220, -4.1243], [1.1178, 0.9006, 2.5254], [0.9292, 2.7724, 3.7607], [-0.8826, -0.2234, -1.0397], [-1.7386, -2.8216, -2.6083], [0.7538, 0.3344, 1.5842]], "lowdin_charge": [0.322, 0.375, 0.007, -0.297, -0.071, 0.157, 0.612, 2.476, 0.114, 0.306], "charge": 4, "spin_multiplicity": 4, "orbital_gap_ev": [4.22, 5.74], "energy_ev": -27893.261}



5.
{"formula": "C18H26BIN2O2Sn", "method": "ωB97M-V/def2-TZVPD", "species": ["H", "N", "C", "H", "H", "H", "C", "C", "C", "H", "H", "H", "C", "C", "H", "C", "H", "H", "C", "H", "H", "H", "C", "H", "B", "H", "H", "C", "I", "H", "C", "H", "H", "O", "O", "H", "H", "C", "H", "C", "Sn", "N", "C", "H", "H", "C", "C", "H", "C", "C", "H"], "coordinates": [[-3.1495, -3.7589, -0.6686], [1.4543, -0.7664, -0.3681], [1.8402, -1.7580, -1.1925], [-3.5159, 0.7924, -3.7705], [-1.7693, -3.9162, 2.7573], [-5.1148, -1.1147, 0.9495], [0.8968, 2.5978, 3.3110], [-4.7795, -1.2808, 1.9805], [2.7010, 1.2043, 2.5548], [4.2957, -0.5176, 1.4294], [4.9995, -2.3643, -0.1051], [-3.9235, -2.1736, -0.5724], [-3.6514, -3.0620, 0.0188], [-2.8461, 2.3041, -2.3712], [-3.3397, -4.5764, 2.2265], [-3.2872, -1.5467, 2.0786], [-1.8385, 1.3198, -4.0549], [0.4570, 3.3318, 3.9803], [1.8558, 0.7163, 1.5316], [-0.9335, 2.3888, 2.1654], [3.7184, 0.8230, 2.6283], [-2.2612, 0.2137, -2.7343], [3.6058, -0.9163, 0.6883], [-1.8988, -2.0086, 3.6857], [-1.7209, -0.9165, 0.7262], [-5.3470, -2.1215, 2.4049], [3.2948, -3.1791, -1.8152], [3.9997, -1.9379, -0.1664], [-1.3314, -2.0368, -2.7233], [-3.0443, 3.1631, -3.0197], [-2.5874, 1.1144, -3.2818], [-5.0171, -0.3759, 2.5557], [-3.7424, 2.1348, -1.7711], [-2.6117, -0.3761, 1.6003], [-1.4720, -2.2597, 0.7479], [2.8518, 2.5253, 4.2510], [-4.5791, -3.5351, 0.3916], [-2.7374, -2.7389, 1.2068], [-1.9016, -4.7026, 1.1836], [-2.9511, -1.7402, 3.5467], [-0.5882, 0.1776, -0.8523], [0.5857, 1.1815, 1.3856], [3.0796, -2.3820, -1.1171], [-3.5884, -2.5256, 3.9725], [-2.0077, 2.5537, -1.7160], [2.2171, 2.1501, 3.4500], [0.1114, 2.0753, 2.2723], [-3.1375, -0.8073, 4.0873], [2.3207, -0.3452, 0.5995], [-2.4296, -4.0552, 1.8969], [1.0907, -2.0522, -1.9378]], "lowdin_charge": [0.067, -0.054, -0.155, 0.072, 0.081, 0.089, -0.046, -0.013, -0.008, 0.099, 0.114, 0.081, -0.053, -0.213, 0.097, -0.484, 0.073, 0.105, -0.192, 0.126, 0.099, -0.201, -0.007, 0.093, -0.872, 0.098, 0.112, -0.042, 0.313, 0.060, -0.288, 0.097, 0.064, 0.091, 0.028, 0.111, 0.098, -0.491, 0.101, -0.018, 0.973, 0.032, -0.032, 0.097, -0.001, -0.054, -0.101, 0.095, -0.176, -0.014, -0.051], "orbital_gap_ev": 6.03, "energy_ev": -40774.079}



6.
{"formula": "C22H33N3O5", "method": "ωB97M-V/def2-TZVPD", "species": ["O", "H", "C", "H", "H", "C", "C", "H", "H", "H", "C", "H", "H", "C", "H", "C", "C", "H", "H", "H", "C", "C", "H", "C", "O", "H", "H", "N", "C", "H", "O", "H", "O", "C", "H", "H", "H", "C", "H", "C", "C", "H", "C", "H", "C", "C", "C", "H", "O", "C", "H", "H", "H", "H", "N", "N", "C", "H", "H", "H", "C", "H", "H"], "coordinates": [[4.7404, -0.2256, -5.6641], [3.5917, 4.3330, -4.5899], [2.1247, -0.9477, -3.9047], [1.3179, -3.0441, -2.3387], [-0.2844, 0.4724, 4.2274], [-1.9783, 1.5988, 4.9219], [1.2940, -0.9002, -2.6070], [-2.0900, -1.1829, 0.3695], [4.0095, 2.8870, -5.5279], [1.4597, -1.2396, -4.7172], [-3.3266, -0.4639, 2.9794], [-2.6022, 0.5209, 0.2351], [2.5950, 0.3694, -1.4442], [-3.3209, -1.8424, 3.6379], [-3.9812, 0.2107, 3.5400], [0.5846, -2.2416, -2.4197], [-2.8199, -2.8598, 5.8799], [-3.0707, 4.0538, 3.1132], [1.3974, 0.4432, -8.2334], [2.9403, -1.3672, -1.2824], [1.5821, 0.6181, -7.1720], [3.5849, 3.2445, -4.5932], [2.8753, -1.7333, -3.8040], [-2.5813, -1.8324, 4.9566], [-0.0042, 0.4459, 1.8626], [-3.7503, -0.5411, 1.9749], [-2.3178, -3.7066, 7.7976], [2.9761, 0.2970, -6.8577], [-1.1748, -1.9263, 7.3832], [-2.9921, 1.3878, 5.2690], [-3.2488, 3.3290, 3.7327], [-3.5465, -3.6346, 5.6543], [-1.0152, 3.1783, 3.4457], [-2.0402, 2.7698, 3.9558], [1.3790, 1.6693, -6.9571], [0.9124, 1.2451, -4.2418], [4.1717, 2.8790, -3.7541], [2.1537, 2.7643, -4.4678], [-0.6277, -1.9650, 8.3205], [-1.6258, -0.8332, 5.2518], [-2.1251, -2.9053, 7.0903], [-0.0717, -2.4356, -3.2673], [2.8471, 0.3510, -4.3194], [-4.3533, -2.1718, 3.7896], [2.1501, -0.6224, -1.3729], [3.5707, 0.1212, -5.6683], [-1.3687, 0.3299, 4.3042], [-1.3894, 1.9039, 5.7887], [1.2369, 3.5684, -4.5129], [-0.9252, -0.8998, 6.4680], [-0.1795, -0.1473, 6.7076], [3.5922, 0.1361, -7.6404], [1.5303, -0.6471, -0.4754], [-2.8336, -2.5591, 2.9695], [1.8905, 1.4664, -4.3271], [-1.9568, 0.0564, 2.9812], [-1.1864, 0.1377, 1.8171], [0.9021, -0.0103, -6.5950], [-0.0157, -2.2164, -1.5105], [0.5301, -0.1265, -2.6838], [-1.7586, -0.1440, 0.4341], [3.6198, 0.5576, -3.5776], [-0.9972, 0.0276, -0.3317]], "lowdin_charge": [0.047, 0.087, -0.119, 0.085, 0.159, -0.041, -0.434, 0.081, 0.083, 0.110, -0.134, 0.084, 0.077, -0.116, 0.125, -0.076, -0.039, 0.128, 0.087, 0.088, -0.058, 0.021, 0.134, -0.156, 0.047, 0.116, 0.101, 0.040, -0.082, 0.123, 0.110, 0.111, 0.107, -0.501, 0.078, 0.139, 0.085, -0.559, 0.101, -0.114, -0.085, 0.077, -0.207, 0.120, -0.058, -0.484, -0.205, 0.134, 0.033, -0.028, 0.116, 0.142, 0.068, 0.126, 0.102, -0.008, -0.449, 0.074, 0.067, 0.118, 0.005, 0.142, 0.071], "orbital_gap_ev": 9.78, "energy_ev": -38059.410, "smiles": "CC(=O)N1CCc2ccccc2[C@@H]1CC(=O)O.CNC(=O)[C@H](CC(C)C)NC(C)=O"}